Molecular formula: FH2O2P
Method: DFT, ωB97M-V/def2-TZVPD

## Properties
- charge = 0
- LUMO energy (eV) = -0.08
- structure (SMILES) = O=PO.F
- E (eV) = -16134.6530

Last column: natural (NBO) charge in e.
Element x y z (Å)
O -0.754 -0.334 -0.024  -1.06
P -2.181 -0.556 0.045  1.55
O -2.814 0.839 -0.164  -1.01
H -2.106 1.511 -0.087  0.52
F 2.347 -1.552 0.091  -0.56
H 1.948 -1.113 -0.617  0.56

***

Molecular formula: C4H8NO2
Method: DFT, ωB97M-V/def2-TZVPD

## Properties
- charge = -1
- LUMO energy (eV) = 4.15
- structure (SMILES) = CN[C@@H](C)C(=O)[O-]
- E (eV) = -9862.9826

Last column: natural (NBO) charge in e.
Element x y z (Å)
C 1.421 1.177 -0.568  -0.42
N -0.063 1.098 -0.330  -0.65
C -0.619 -0.035 0.401  -0.12
C -1.248 -1.109 -0.527  -0.63
C 0.216 -0.609 1.567  0.75
O -0.421 -1.097 2.539  -0.77
O 1.465 -0.617 1.333  -0.79
H 1.860 0.452 -1.198  0.16
H 2.119 1.119 0.363  0.24
H 1.618 2.191 -1.058  0.15
H -0.409 1.178 -1.268  0.33
H -1.617 0.492 0.984  0.15
H -0.754 -1.328 -1.478  0.19
H -1.309 -2.086 -0.029  0.22
H -2.260 -0.826 -0.730  0.19

***

Q: The lowest E belongs to which entry?
A: FH2O2P

***

Please write out number 1 again, unchanged.
Molecular formula: FH2O2P
Method: DFT, ωB97M-V/def2-TZVPD

## Properties
- charge = 0
- LUMO energy (eV) = -0.08
- structure (SMILES) = O=PO.F
- E (eV) = -16134.6530

Last column: natural (NBO) charge in e.
Element x y z (Å)
O -0.754 -0.334 -0.024  -1.06
P -2.181 -0.556 0.045  1.55
O -2.814 0.839 -0.164  -1.01
H -2.106 1.511 -0.087  0.52
F 2.347 -1.552 0.091  -0.56
H 1.948 -1.113 -0.617  0.56